(1)
Computed, not measured: an isolated molecule of C4H4N2O, with wB97M-V/def2-TZVPD.

Calculated values
**F_max**: 10.29 eV/A
**Lowest unoccupied orbital energy**: 0.2 eV
**Spin multiplicity**: 1
**E_HOMO**: -11.36 eV
**Kohn-Sham gap**: 0.425 hartree
**Structure (SMILES)**: N#CC(C#N)CO
**Total charge**: 0

Element x y z (Å)
N  1.6648  0.1627  1.9336
C  0.9121  0.4087  1.0675
C  -0.0279  0.7264  -0.1439
C  0.2147  0.3236  -1.4486
N  0.6849  -0.2718  -2.4187
C  -1.4582  0.1737  0.5091
O  -1.0762  -1.2200  0.1481
H  -0.1606  1.8370  0.0674
H  -1.4380  0.3248  1.6215
H  -2.4498  0.4888  0.0014
H  -1.6341  -1.9210  0.6163

Atomic forces in eV per Å
-2.1 0.8 -2.1
1.6 -0.9 -0.6
-2.7 3.4 7.0
4.5 -5.2 -7.7
-3.4 4.2 6.0
1.5 -2.0 -1.8
-2.6 -0.8 1.8
0.5 -0.9 -1.2
-0.1 0.1 -1.2
1.9 -0.3 0.7
1.0 1.6 -0.9

=====

(2)
Computed, not measured: an isolated molecule of C4H4N2O, with wB97M-V/def2-TZVPD.

Calculated values
**F_max**: 0.40 eV/A
**Lowest unoccupied orbital energy**: 0.4 eV
**Spin multiplicity**: 1
**E_HOMO**: -9.36 eV
**Kohn-Sham gap**: 0.358 hartree
**Structure (SMILES)**: O=c1cc[nH]cn1
**Total charge**: 0

Element x y z (Å)
O  -1.3292  -1.3659  -1.9181
C  -0.7017  -0.6313  -1.1840
C  0.5042  -1.0772  -0.4671
C  0.8380  -0.4538  0.6745
N  0.2121  0.7330  1.0055
C  -0.6499  1.2921  0.1011
N  -1.1116  0.6999  -0.9380
H  1.0174  -1.9667  -0.8110
H  1.5528  -0.8382  1.3937
H  0.5812  1.3011  1.7518
H  -0.9341  2.3237  0.3078

Atomic forces in eV per Å
0.2 0.3 0.1
-0.1 -0.2 -0.1
-0.1 0.0 0.2
0.0 0.0 -0.1
0.1 0.0 -0.1
0.0 -0.1 -0.1
0.2 0.0 0.2
-0.2 0.0 0.2
0.1 0.2 -0.2
-0.1 -0.1 0.0
0.0 -0.1 0.0

=====

(3)
Computed, not measured: a cluster of 2 separate species, C4H4N2O in total, with wB97M-V/def2-TZVPD.

Calculated values
**F_max**: 1.66 eV/A
**Lowest unoccupied orbital energy**: -0.1 eV
**Spin multiplicity**: 1
**E_HOMO**: -10.41 eV
**Kohn-Sham gap**: 0.377 hartree
**Structure (SMILES)**: O=CC1N=N1.C#C
**Total charge**: 0

Element x y z (Å)
O  3.2149  0.7903  0.1348
C  2.3864  0.0227  -0.2670
C  1.0500  -0.1335  0.3275
N  0.3862  -1.4253  0.2537
N  -0.0333  -0.6015  -0.5258
H  2.5521  -0.6308  -1.1426
H  0.8063  0.5114  1.1638
C  -2.8486  -0.1613  0.1227
C  -2.3239  0.8918  -0.0882
H  -3.3545  -1.0631  0.3061
H  -1.8355  1.7993  -0.2851

Atomic forces in eV per Å
0.1 0.1 0.1
-0.1 -0.3 -0.3
0.7 1.2 1.0
-0.3 -0.5 -0.3
-0.1 -0.7 -0.5
0.2 -0.1 -0.1
-0.1 0.0 0.0
-0.1 0.7 0.0
-0.4 -0.5 0.2
-0.2 -0.5 0.1
0.3 0.5 -0.1

=====

(4)
Computed, not measured: a cluster of 2 separate species, C4H4N2O in total, with wB97M-V/def2-TZVPD.

Calculated values
**F_max**: 0.91 eV/A
**Lowest unoccupied orbital energy (spin up / spin down)**: -1.3 / -1.3 eV
**Spin multiplicity**: 1
**E_HOMO (spin up / spin down)**: -9.11 / -9.11 eV
**Kohn-Sham gap (spin up / spin down)**: 0.288 / 0.288 hartree
**Total charge**: 0

Element x y z (Å)
N  -1.3669  2.1714  0.6263
C  -0.3639  1.5888  0.5494
C  0.8998  0.9669  0.4598
O  1.0793  -0.3200  0.4147
C  0.2614  -1.3293  0.3655
C  -1.1437  -1.2184  0.4434
N  -2.3043  -1.2109  0.5080
H  1.8187  1.5336  0.4684
H  0.2975  0.4067  -2.0483
H  0.0660  -0.3015  -2.0978
H  0.7561  -2.2873  0.3106

Atomic forces in eV per Å
0.8 -0.4 -0.1
-0.5 0.4 0.1
-0.4 0.8 0.1
0.8 -0.2 0.0
-0.7 -0.5 0.0
-0.6 -0.1 0.0
0.9 0.0 -0.1
-0.2 0.0 0.0
0.0 -0.1 -0.1
0.0 0.1 0.0
-0.1 0.1 0.0

=====

(5)
Computed, not measured: an isolated molecule of C4H4N2O, with wB97M-V/def2-TZVPD.

Calculated values
**F_max**: 6.98 eV/A
**Lowest unoccupied orbital energy**: -0.6 eV
**Spin multiplicity**: 1
**E_HOMO**: -9.15 eV
**Kohn-Sham gap**: 0.315 hartree
**Structure (SMILES)**: [H]/N=C1/C=CNC1=O
**Total charge**: 0

Element x y z (Å)
H  2.6153  0.9544  -0.1871
N  1.6875  1.4571  -0.1855
C  0.5647  0.7576  0.1441
C  -0.9482  0.9714  0.1235
C  -1.3642  -0.2399  -0.1480
N  -0.5390  -1.2301  -0.1748
C  0.8194  -0.7877  0.2166
O  1.8386  -1.4023  -0.0037
H  -1.4493  1.9989  0.1414
H  -2.4691  -0.3925  -0.0705
H  -0.7557  -2.0869  0.1441

Atomic forces in eV per Å
-1.8 -0.2 0.4
-4.0 -1.1 1.0
5.3 1.6 -0.5
3.7 3.5 -0.4
-6.5 2.0 1.5
5.6 -0.7 0.0
-1.1 0.7 -3.5
-1.3 0.5 1.5
0.7 -2.1 0.0
1.0 -0.5 -0.7
-1.4 -3.7 0.7

=====

(6)
Computed, not measured: a cluster of 2 separate species, C4H4N2O in total, with wB97M-V/def2-TZVPD.

Calculated values
**F_max**: 4.71 eV/A
**Lowest unoccupied orbital energy (spin up / spin down)**: 0.7 / -0.1 eV
**Spin multiplicity**: 1
**E_HOMO (spin up / spin down)**: -8.55 / -7.63 eV
**Kohn-Sham gap (spin up / spin down)**: 0.340 / 0.277 hartree
**Total charge**: 0

Element x y z (Å)
C  1.9165  0.4569  -0.1012
C  1.7944  -0.8906  -0.2577
C  -2.9738  0.4226  -0.1243
C  -0.2824  -0.2095  0.5462
N  0.4943  0.6469  -0.2608
N  0.4423  -0.8431  -0.5388
O  -3.9662  -0.1328  0.1163
H  2.5483  1.2696  0.1476
H  2.6297  -1.4923  -0.5527
H  -2.4571  1.2147  -0.6243
H  -0.1461  -0.4424  1.6495

Atomic forces in eV per Å
-0.9 -1.2 1.1
3.9 2.7 0.1
1.5 -1.9 1.5
-0.3 -0.6 1.3
-1.0 0.1 -0.9
-3.2 -0.1 -0.6
0.0 0.8 -0.5
0.8 0.2 0.0
-0.5 -1.3 0.1
-0.5 1.0 -0.8
0.2 0.3 -1.4

=====

(7)
Computed, not measured: a structure of composition C4H4N2O, with wB97M-V/def2-TZVPD.

Calculated values
**F_max**: 3.22 eV/A
**Lowest unoccupied orbital energy**: 0.6 eV
**Spin multiplicity**: 1
**E_HOMO**: -9.15 eV
**Kohn-Sham gap**: 0.358 hartree
**Total charge**: 0

Element x y z (Å)
N  2.3612  1.0713  0.8764
C  1.8405  0.2553  0.1177
C  1.0054  -0.4341  -0.6223
O  0.0784  -1.2539  0.0166
C  -1.2379  -0.7758  -0.1322
C  -1.3975  0.5607  0.4882
N  -1.3953  1.6106  0.9759
H  0.8771  -0.2044  -1.6699
H  1.2892  1.3748  0.7820
H  -1.5267  -0.7067  -1.1911
H  -1.8943  -1.4979  0.3587

Atomic forces in eV per Å
-2.4 0.0 -0.5
0.2 -1.0 -0.6
0.0 0.0 -0.4
-0.1 -0.5 -0.1
-0.1 -0.1 0.0
0.2 1.0 0.5
-0.1 -1.1 -0.5
0.1 -0.3 -0.2
2.0 1.9 1.7
0.0 0.0 0.2
0.1 0.1 0.0

=====

(8)
Computed, not measured: a cluster of 2 separate species, C4H4N2O in total, with wB97M-V/def2-TZVPD.

Calculated values
**F_max**: 1.09 eV/A
**Lowest unoccupied orbital energy**: 0.9 eV
**Spin multiplicity**: 1
**E_HOMO**: -9.98 eV
**Kohn-Sham gap**: 0.399 hartree
**Structure (SMILES)**: [H]/N=C/N=C=O.C#C
**Total charge**: 0

Element x y z (Å)
H  1.4394  1.9845  0.1751
N  0.5691  1.4629  0.2622
C  0.0782  1.2431  -0.8855
N  -1.0617  0.4787  -1.0854
C  -1.6999  -0.2632  -0.3522
O  -2.4604  -0.9664  0.1892
H  0.4883  1.6209  -1.8233
C  0.2794  -1.7658  0.6007
C  1.0175  -0.9618  1.1054
H  -0.3370  -2.5489  0.2340
H  1.6871  -0.2839  1.5798

Atomic forces in eV per Å
-0.1 0.2 -0.1
-0.2 0.2 -0.4
0.3 0.2 0.2
-0.4 -0.4 0.4
-0.6 0.0 0.0
0.7 0.7 -0.5
0.0 -0.1 0.1
0.7 0.0 0.5
-0.2 -0.7 0.0
0.0 0.0 -0.1
-0.1 -0.1 -0.1

=====

(9)
Computed, not measured: an isolated molecule of C4H4N2O, with wB97M-V/def2-TZVPD.

Calculated values
**F_max**: 9.78 eV/A
**Lowest unoccupied orbital energy**: -0.8 eV
**Spin multiplicity**: 1
**E_HOMO**: -9.47 eV
**Kohn-Sham gap**: 0.318 hartree
**Structure (SMILES)**: [H]/N=C1/NC=CC1=O
**Total charge**: 0

Element x y z (Å)
H  -2.1090  0.7549  -0.1936
N  -1.2902  1.5461  -0.2472
C  -0.2492  0.7860  -0.0632
N  1.1186  0.9746  0.3315
C  1.7060  -0.2451  -0.0336
C  0.7566  -1.1816  -0.2587
C  -0.4392  -0.7021  0.0293
O  -1.5691  -1.2187  0.2473
H  1.3291  1.8150  0.2178
H  2.9185  -0.1299  -0.1557
H  0.9697  -2.2782  -0.4799

Atomic forces in eV per Å
2.0 2.2 -0.5
0.9 -2.7 0.7
-3.3 0.6 2.3
-5.0 -8.4 -0.5
3.3 2.5 -0.5
6.1 -5.7 -1.0
-7.2 1.0 0.6
2.7 1.0 -0.6
4.0 8.8 -1.3
-3.4 -1.1 0.4
-0.2 1.7 0.4

=====

(10)
Computed, not measured: a cluster of 2 separate species, C4H4N2O2 in total, with wB97M-V/def2-TZVPD.

Calculated values
**F_max**: 5.20 eV/A
**Lowest unoccupied orbital energy**: 0.0 eV
**Spin multiplicity**: 1
**E_HOMO**: -9.33 eV
**Kohn-Sham gap**: 0.343 hartree
**Structure (SMILES)**: C=[N+]([O-])O.C#CC#N
**Total charge**: 0

Element x y z (Å)
C  -0.2942  0.8461  -0.7545
N  -1.3762  0.0977  -0.6269
O  -1.7221  -0.8126  -1.3157
O  -2.1095  0.3679  0.5675
H  0.0970  1.6734  -0.1305
H  0.1488  0.7520  -1.7377
H  -2.1369  1.3061  0.7686
C  0.8329  -1.1471  1.7292
C  1.3451  -0.6768  0.7375
C  2.2476  -0.5275  -0.3502
N  2.9453  -0.3852  -1.2163
H  0.0220  -1.4940  2.3290

Atomic forces in eV per Å
-0.4 0.5 -1.2
2.5 3.3 1.4
-1.1 -1.0 -0.3
-0.7 -1.6 0.1
-1.1 -1.0 0.0
0.1 -0.2 0.2
0.4 0.4 -0.5
-0.6 0.5 -1.2
1.5 -1.0 -0.1
-3.3 -0.3 4.0
2.4 0.5 -3.0
0.3 0.0 0.5

=====

(11)
Computed, not measured: an isolated molecule of C4H4N2O2, with wB97M-V/def2-TZVPD.

Calculated values
**F_max**: 2.77 eV/A
**Lowest unoccupied orbital energy**: 0.7 eV
**Spin multiplicity**: 1
**E_HOMO**: -10.03 eV
**Kohn-Sham gap**: 0.393 hartree
**Structure (SMILES)**: NC(=O)c1cnco1
**Total charge**: 0

Element x y z (Å)
N  -2.0805  0.6972  0.0197
C  -1.3537  -0.4162  -0.0178
O  -1.8320  -1.5663  0.0043
C  0.1109  -0.2138  -0.0120
C  0.9251  0.8453  -0.0078
N  2.2806  0.4138  0.0201
C  2.1404  -0.8669  -0.0002
O  0.8921  -1.3630  -0.0133
H  -3.1038  0.5251  0.0597
H  -1.7220  1.6420  -0.0545
H  0.8323  1.9254  -0.0571
H  2.9106  -1.6225  0.0588

Atomic forces in eV per Å
-2.2 0.6 0.0
0.3 -2.7 0.3
0.6 2.2 -0.1
-0.2 -0.9 -0.2
2.0 0.8 -0.1
-1.4 -0.5 -0.2
0.6 -0.6 0.3
-0.2 1.4 0.0
1.2 0.5 -0.1
-0.1 -0.5 0.1
-0.7 -0.3 0.1
0.1 0.2 -0.1

=====

(12)
Computed, not measured: a cluster of 2 separate species, C4H4N2O2 in total, with wB97M-V/def2-TZVPD.

Calculated values
**F_max**: 6.47 eV/A
**Lowest unoccupied orbital energy**: -1.1 eV
**Spin multiplicity**: 1
**E_HOMO**: -9.57 eV
**Kohn-Sham gap**: 0.311 hartree
**Total charge**: 0

Element x y z (Å)
C  0.1593  0.8371  0.1547
C  0.9236  -0.3341  -0.0080
C  0.2879  -1.4742  -0.2565
C  -1.2348  -1.4200  -0.0807
H  1.0698  2.2484  1.4593
H  0.0590  2.6985  -0.4992
H  2.0680  -0.4134  -0.2688
H  0.7470  -2.3870  -0.3360
N  0.8928  1.9594  -0.0108
N  -1.2159  1.0246  -0.1775
O  -1.9175  -2.4470  0.2132
O  -1.8393  -0.2922  -0.1897

Atomic forces in eV per Å
-5.1 1.5 -3.4
2.6 -2.9 -1.0
-3.5 2.1 1.5
0.4 -5.5 1.2
-0.5 -0.3 -5.0
3.2 -2.0 2.4
-2.2 1.1 1.3
0.9 -2.1 -0.7
-1.6 5.3 3.3
5.2 -3.4 2.0
2.3 3.1 -1.2
-1.5 3.0 -0.5

=====

Energy relative to the best compared isomer or geometry (same formula, charge and spin) values (in eV) by entry order: 3.2632; 0.2530; 5.0839; 4.9648; 2.5654; 9.1957; 4.1659; 2.9487; 3.2049; 7.6296; 0.7851; 6.8828.
E_tot values (in a.u.) by entry order: -339.461747; -339.572370; -339.394837; -339.399217; -339.487391; -339.243731; -339.428574; -339.473307; -339.463891; -414.565799; -414.817328; -414.593242.